# 1
The following is a DFT calculation (ωB97M-V/def2-TZVPD) of a 7-piece molecular cluster, C16H43BBr2N17O11P2 overall in a non-equilibrium geometry.

```
! wB97M-V def2-TZVPD RIJCOSX def2/J DEFGRID3
* xyz 1 1
C 0.201 -5.498 -2.110
C -0.818 -5.196 -1.065
N -1.600 -3.864 -0.975
C -1.109 -2.989 -0.075
N 0.099 -3.387 0.770
C 0.220 -2.140 1.617
B 1.421 -2.093 2.739
O 1.537 -3.222 3.707
C 2.514 -0.866 2.792
C 3.140 -0.540 1.283
N -0.849 -1.150 1.213
C -0.897 0.155 1.969
Br -1.669 0.051 3.855
C -0.412 1.483 1.490
C -0.503 2.819 2.490
Br 0.392 1.644 -0.344
N -1.662 -1.639 0.164
C -2.721 -0.737 -0.329
P -4.180 -0.451 0.933
O -4.292 -1.590 2.022
O -5.675 -0.388 0.003
O -4.055 1.129 1.725
P -2.988 -3.766 -2.071
N -4.508 -3.266 -1.199
O -2.552 -2.528 -3.274
H 0.712 -6.571 -2.087
H 0.569 -4.720 -2.910
H -1.037 -5.970 -0.206
H 2.519 -3.492 3.621
H 3.376 -1.220 3.537
H 1.953 0.099 3.169
H 4.068 -1.204 1.014
H 3.475 0.588 1.319
H 2.339 -0.695 0.421
H 0.160 2.646 3.465
H -1.605 2.953 2.874
H -0.117 3.784 1.924
H -2.245 0.351 -0.458
H -3.242 -0.971 -1.340
H -5.490 -0.227 -0.969
H -3.584 1.784 1.129
H -4.242 -3.201 -0.174
H -5.159 -4.103 -1.285
H -1.571 -2.333 -3.219
C 0.908 5.243 5.146
O 0.623 4.297 4.429
N 2.136 5.791 5.174
N 0.019 5.822 5.973
H 2.389 6.571 5.757
H 2.835 5.385 4.566
H -0.918 5.440 5.983
H 0.234 6.602 6.571
C -0.208 1.057 -4.908
O 0.998 1.120 -5.083
N -0.774 1.170 -3.693
N -1.080 0.868 -5.915
H -1.765 1.121 -3.529
H -0.153 1.313 -2.907
H -0.696 0.778 -6.846
H -2.077 0.814 -5.790
C 3.594 4.211 -1.493
O 3.538 4.521 -0.313
N 4.717 4.328 -2.223
N 2.537 3.723 -2.167
H 4.783 4.078 -3.195
H 5.536 4.692 -1.753
H 1.672 3.618 -1.654
H 2.564 3.462 -3.139
C 3.262 -7.076 -0.566
O 2.827 -7.256 -1.692
N 3.198 -5.885 0.056
N 3.844 -8.052 0.154
H 3.550 -5.717 0.983
H 2.767 -5.123 -0.451
H 3.913 -8.964 -0.278
H 4.208 -7.923 1.083
C -3.806 5.530 6.297
O -2.651 5.720 6.645
N -4.384 6.212 5.292
N -4.603 4.621 6.887
H -5.334 6.069 4.991
H -3.819 6.905 4.821
H -4.207 4.086 7.649
H -5.557 4.451 6.615
C 1.513 -1.370 -8.217
O 0.519 -0.740 -8.544
N 2.421 -0.895 -7.347
N 1.788 -2.595 -8.699
H 3.246 -1.398 -7.066
H 2.252 0.025 -6.960
H 1.129 -2.990 -9.358
H 2.601 -3.129 -8.443
*
```

Results
- Maximum force: 8.23 eV/Å
- LUMO: -3.970 eV
- Gap between HOMO and LUMO: 7.31 eV
- E_HOMO: -11.28 eV

Mulliken atomic charge list, values in e, 5 entries: C -0.572; C -0.190; N 0.204; C 0.116; N -0.372

# 2
The following is a DFT calculation (ωB97M-V/def2-TZVPD) of C16H43BeO16S5 as an isolated structure in a non-equilibrium geometry.

```
! wB97M-V def2-TZVPD RIJCOSX def2/J DEFGRID3
* xyz 1 1
Be -3.090 -1.953 0.814
C 0.166 -0.126 -0.159
O -1.166 -0.303 0.434
H 0.477 -0.953 -0.797
H 0.395 0.794 -0.697
H 0.768 -0.211 0.746
O 5.523 -3.234 0.360
S 4.392 -3.944 0.929
O 3.844 -5.056 0.147
O 4.678 -4.594 2.490
C 3.609 -5.362 3.069
C 4.087 -6.682 3.664
C 3.049 -2.629 1.261
H 2.846 -5.574 2.319
H 3.129 -4.782 3.857
H 4.601 -7.105 2.801
H 3.386 -7.356 4.156
H 4.913 -6.531 4.358
H 2.676 -2.174 0.344
H 3.602 -1.865 1.807
H 2.250 -3.110 1.825
O -4.036 -0.813 2.967
S -4.036 0.486 3.619
O -5.241 1.298 3.352
O -3.837 0.355 5.249
C -4.095 1.518 6.100
C -4.447 1.163 7.554
C -2.437 1.246 3.172
H -4.971 2.104 5.818
H -3.220 2.162 6.015
H -4.635 1.978 8.253
H -3.707 0.425 7.865
H -5.389 0.617 7.599
H -2.648 1.895 2.322
H -1.686 0.465 3.055
H -2.190 1.929 3.985
O -0.737 3.905 -1.445
S 0.345 4.181 -0.508
O 1.713 3.836 -0.759
O 0.369 5.790 -0.152
C -0.797 6.454 0.177
C -0.479 7.944 0.257
C -0.071 3.531 1.219
H -1.044 6.010 1.141
H -1.607 6.252 -0.523
H -0.552 8.243 -0.789
H 0.539 8.163 0.579
H -1.130 8.559 0.877
H 0.741 3.871 1.862
H -0.083 2.449 1.093
H -1.043 3.884 1.566
O -3.319 -2.109 -1.851
S -2.577 -2.056 -3.100
O -1.335 -2.835 -3.201
O -3.534 -2.297 -4.387
C -4.945 -2.142 -4.208
C -5.698 -2.295 -5.543
C -2.125 -0.311 -3.380
H -5.259 -1.185 -3.793
H -5.383 -2.894 -3.552
H -6.775 -2.447 -5.478
H -5.297 -3.160 -6.073
H -5.580 -1.358 -6.088
H -3.014 0.318 -3.343
H -1.604 -0.126 -4.319
H -1.590 0.062 -2.507
O 3.271 -1.638 -2.163
S 3.879 -0.310 -1.973
O 4.512 0.062 -0.686
O 4.927 -0.057 -3.259
C 4.781 -0.895 -4.384
C 5.839 -0.440 -5.391
C 2.660 0.954 -2.560
H 3.793 -0.778 -4.828
H 4.935 -1.890 -3.966
H 6.824 -0.864 -5.199
H 5.962 0.635 -5.523
H 5.718 -0.870 -6.385
H 2.940 1.450 -3.490
H 2.594 1.794 -1.869
H 1.674 0.531 -2.750
*
```

Results
- Maximum force: 3.84 eV/Å
- LUMO: -7.748 eV
- Gap between HOMO and LUMO: 4.67 eV
- E_HOMO: -12.42 eV

Mulliken atomic charge list, values in e, 5 entries: Be 1.175; C -0.958; O -0.403; H 0.547; H 0.048

# 3
The following is a DFT calculation (ωB97M-V/def2-TZVPD) of a 7-piece molecular cluster, C16H43Cl2N5O5P overall in a non-equilibrium geometry.

```
! wB97M-V def2-TZVPD RIJCOSX def2/J DEFGRID3
* xyz -1 1
C 2.244 3.452 5.842
C 1.115 2.509 5.235
P -0.520 3.328 4.901
C -0.597 5.097 5.516
N -1.724 2.428 5.949
N -3.049 2.740 5.488
H 2.967 3.704 4.999
H 1.869 4.368 6.372
H 2.844 2.823 6.570
H 0.892 1.593 5.990
H 1.511 2.027 4.285
H -0.638 5.141 6.658
H 0.197 5.775 5.093
H -1.599 5.523 5.176
H -1.485 1.435 5.831
H -1.604 2.756 6.926
H -3.309 1.929 4.907
H -3.658 2.644 6.318
C 1.462 3.314 1.724
C 2.297 4.594 1.654
O 2.756 4.881 0.522
O 2.420 5.203 2.746
H 1.390 2.830 0.745
H 1.918 2.612 2.424
H 0.452 3.551 2.068
C 0.711 -0.840 0.963
C 1.950 -0.949 0.084
C 1.869 -0.163 -1.228
C 0.670 -0.424 -2.129
N 0.649 -1.724 -2.949
C 0.490 -1.405 -4.443
C 1.886 -0.990 -4.874
C 2.817 -1.899 -4.088
C 1.974 -2.498 -2.968
C -0.464 -2.647 -2.488
C -1.850 -2.271 -2.993
C -2.483 -1.009 -2.422
H -0.146 -1.353 0.520
H 0.901 -1.303 1.933
H 0.441 0.205 1.133
H 2.158 -2.008 -0.091
H 2.805 -0.562 0.646
H 2.806 -0.262 -1.783
H 1.821 0.898 -0.955
H 0.589 0.398 -2.842
H -0.237 -0.395 -1.530
H 0.182 -2.332 -4.948
H -0.263 -0.630 -4.582
H 2.078 0.057 -4.609
H 2.027 -1.086 -5.956
H 3.675 -1.346 -3.698
H 3.216 -2.696 -4.721
H 2.449 -2.491 -1.994
H 1.745 -3.536 -3.218
H -0.419 -2.711 -1.400
H -0.238 -3.639 -2.883
H -2.515 -3.107 -2.734
H -1.861 -2.218 -4.086
H -2.452 -1.010 -1.331
H -3.533 -0.951 -2.722
H -1.995 -0.106 -2.797
Cl 0.813 -2.315 -6.889
Cl 1.047 1.457 7.813
N -3.196 -3.508 -5.732
H -3.268 -4.185 -4.962
H -3.425 -2.574 -5.384
H -2.235 -3.510 -6.101
H -3.848 -3.765 -6.476
N -3.875 -4.715 -0.503
O -3.388 -5.195 -1.554
O -4.465 -5.452 0.300
O -3.764 -3.494 -0.269
*
```

Results
- Maximum force: 4.10 eV/Å
- LUMO: -0.147 eV
- Gap between HOMO and LUMO: 4.38 eV
- E_HOMO: -4.53 eV

Mulliken atomic charge list, values in e, 5 entries: C -1.064; C -0.113; P 0.288; C -1.163; N -0.155